ORCA calculation (the ωB97M-V functional and the def2-TZVPD basis) on 6 unconnected molecules or ions with the total composition C24H36O12 in a non-equilibrium geometry.

CARTESIAN COORDINATES (ANGSTROEM)
O  7.281  17.457  15.381
C  7.022  16.670  14.518
C  6.334  15.287  14.673
C  5.952  14.985  13.221
C  6.999  15.768  12.431
O  7.359  16.869  13.254
H  7.065  14.539  14.940
H  5.520  15.335  15.464
H  5.971  13.876  12.928
H  4.913  15.221  13.073
H  7.850  15.123  12.153
H  6.576  16.098  11.530
O  9.853  12.155  13.561
C  10.961  12.454  13.124
C  12.198  11.602  13.044
C  13.317  12.572  12.739
C  12.612  13.618  11.946
O  11.243  13.637  12.456
H  12.217  10.974  13.961
H  12.114  10.828  12.277
H  13.614  13.007  13.681
H  14.172  12.099  12.352
H  12.946  14.643  12.079
H  12.578  13.351  10.878
O  13.289  14.636  15.747
C  12.096  14.791  15.664
C  11.255  16.012  15.232
C  9.876  15.311  15.115
C  10.009  14.412  16.328
O  11.279  13.837  16.141
H  11.226  16.821  15.991
H  11.626  16.458  14.329
H  8.951  15.958  15.133
H  9.922  14.656  14.288
H  9.983  15.007  17.209
H  9.251  13.580  16.294
O  8.787  12.125  5.928
C  9.839  12.289  6.408
C  10.971  11.299  6.415
C  12.219  12.186  6.620
C  11.583  13.317  7.448
O  10.284  13.466  6.936
H  10.843  10.599  7.278
H  10.973  10.679  5.497
H  13.073  11.661  7.073
H  12.522  12.552  5.602
H  11.506  12.977  8.500
H  12.075  14.262  7.496
O  10.609  8.685  12.969
C  11.316  7.957  12.289
C  10.902  6.773  11.367
C  12.242  6.175  10.818
C  13.316  7.167  11.331
O  12.625  8.128  12.226
H  10.295  5.975  11.925
H  10.160  7.044  10.570
H  12.502  5.165  11.139
H  12.272  6.207  9.683
H  14.004  6.708  12.008
H  13.762  7.701  10.568
O  11.146  9.453  9.815
C  10.156  10.131  9.959
C  8.709  9.631  9.768
C  7.939  10.877  9.467
C  8.854  11.980  10.050
O  10.115  11.413  10.359
H  8.755  8.916  8.888
H  8.402  9.116  10.688
H  7.806  10.955  8.395
H  6.984  10.814  9.989
H  8.991  12.797  9.337
H  8.472  12.417  11.001

The SMILES is O=C1CCCO1.O=C1CCCO1.O=C1CCCO1.O=C1CCCO1.O=C1CCCO1.O=C1CCCO1. As for the frontier orbital gap: 10.4473 eV. The calculation puts the strongest force on any atom at 3.3 eV Å⁻¹.